(1)
Formula: C5H6N4
Source: the OMol25 dataset
Level of theory: ωB97M-V/def2-TZVPD

Output
net charge	0
HOMO level	-9.590	eV
orbital gap	9.8483	eV

Positions of all 15 atoms, in Å:
C  -0.81635  -1.69969  -0.25970
C  -0.34373  0.55052  -0.42805
C  -0.01269  -0.61606  0.14713
C  -1.62053  0.69481  -1.27572
C  1.21145  -0.94493  0.99094
N  -1.45561  -2.54504  -0.67713
N  -3.69719  -0.52002  1.07074
N  -3.16730  0.20359  0.39727
N  -2.71385  1.03805  -0.31543
H  0.30801  1.47398  -0.15060
H  -1.68574  1.66086  -1.81899
H  -1.78425  -0.12421  -1.96111
H  1.69844  0.05204  1.35754
H  2.06944  -1.29280  0.50902
H  0.85141  -1.56144  1.73196

Atomic partial charges in e from the Löwdin method, atoms 1 to 5: atom 1 (C): -0.2516, atom 2 (C): -0.0285, atom 3 (C): -0.3002, atom 4 (C): -0.1642, atom 5 (C): -0.0278

(2)
Formula: C5H6N4
Source: the OMol25 dataset
Level of theory: ωB97M-V/def2-TZVPD

Output
net charge	0
HOMO level (spin up / spin down)	-8.635 / -10.254	eV
orbital gap (spin up / spin down)	7.6129 / 8.7777	eV

Positions of all 15 atoms, in Å:
C  0.78614  1.04089  1.99124
C  -0.38780  0.96084  -1.34902
C  -1.49959  -0.69414  -0.04963
C  -0.87488  -0.44958  -1.38976
C  0.07961  0.65005  0.82473
N  1.38274  1.29358  2.93734
N  0.12139  1.44933  -0.28851
N  -1.01378  -0.18356  1.00618
N  1.65579  -0.97452  0.43024
H  -0.48699  1.61498  -2.20126
H  -2.38171  -1.30898  0.04568
H  -1.52860  -0.66779  -2.23195
H  0.01698  -1.09137  -1.42057
H  2.43442  -0.33244  0.30685
H  1.69628  -1.30729  1.38844

Atomic partial charges in e from the Löwdin method, atoms 1 to 5: atom 1 (C): -0.2000, atom 2 (C): -0.1106, atom 3 (C): -0.1195, atom 4 (C): -0.1310, atom 5 (C): -0.3953

(3)
Formula: C5H6N4
Source: the OMol25 dataset
Level of theory: ωB97M-V/def2-TZVPD

Output
net charge	0
HOMO level	-8.525	eV
orbital gap	8.2606	eV

Positions of all 15 atoms, in Å:
C  -1.44153  -0.16850  -0.07089
C  0.17066  1.66306  0.01244
C  1.08215  0.75245  -0.07911
C  2.37148  0.16012  0.03934
C  0.52491  -0.61473  -0.13462
H  -3.18154  -1.33277  -1.01195
H  -3.36475  0.20830  0.34966
H  0.25029  2.71229  -0.29905
H  3.05937  0.17739  0.93336
H  3.02288  0.46614  -0.65925
H  2.28144  -1.65399  0.79950
N  -2.67889  -0.56623  0.23686
N  -1.21708  1.28944  0.05694
N  1.87088  -1.16680  -0.02508
N  -0.59116  -1.17523  -0.08518

Atomic partial charges in e from the Löwdin method, atoms 1 to 5: atom 1 (C): -0.5221, atom 2 (C): -0.1014, atom 3 (C): -0.1528, atom 4 (C): -0.2147, atom 5 (C): -0.2551

It is (1) that is the most stable of them.

(1)
Formula: C9H14N3
Source: the OMol25 dataset
Level of theory: ωB97M-V/def2-TZVPD

Output
net charge	+1
structure (SMILES)	CNc1ccccc1N/C=[NH+]\C
HOMO level	-12.517	eV
orbital gap	9.4576	eV

Positions of all 26 atoms, in Å:
C  -1.87245  2.29034  0.14160
C  -1.03153  2.46396  1.18567
C  -1.79299  1.15935  -0.71416
C  0.03144  1.63304  1.30631
C  -0.63479  0.38093  -0.60011
C  0.31383  0.61582  0.40352
C  -0.09681  -1.79753  -1.47166
C  2.73679  0.33088  -0.08355
C  -0.99380  -2.08282  0.62246
N  -0.29154  -0.51554  -1.63794
N  1.45525  -0.21483  0.43570
N  -0.42695  -2.60597  -0.51356
H  -2.77554  2.90460  0.19407
H  -0.87312  3.28834  1.81123
H  -2.23633  0.90617  -1.65978
H  0.74462  1.78969  2.10156
H  0.29352  -2.34840  -2.33131
H  2.90495  1.17841  0.51229
H  3.62079  -0.38904  -0.00265
H  2.60349  0.74432  -1.10345
H  -0.22745  -1.51574  1.22711
H  -1.75644  -1.47634  0.36978
H  -1.23328  -2.84572  1.33712
H  -0.17089  -0.03425  -2.53122
H  0.10952  -3.54168  -0.42805
H  1.59973  -0.31797  1.42906

Atomic partial charges in e from the Löwdin method, atoms 1 to 5: atom 1 (C): -0.0439, atom 2 (C): -0.0742, atom 3 (C): 0.0287, atom 4 (C): -0.0095, atom 5 (C): -0.2430

(2)
Formula: C9H14N3
Source: the OMol25 dataset
Level of theory: ωB97M-V/def2-TZVPD

Output
net charge	+1
HOMO level (spin up / spin down)	-13.189 / -13.188	eV
orbital gap (spin up / spin down)	8.6454 / 8.6448	eV

Positions of all 26 atoms, in Å:
C  3.34536  -0.82755  -1.03153
C  3.72639  0.35469  0.68859
C  2.15818  -0.19717  -0.61404
C  0.83483  -0.25327  -0.94063
C  1.21804  1.14185  1.08960
C  -2.35031  -1.71835  1.10989
C  -1.98770  1.57646  -1.04463
C  -2.09674  -0.92831  -0.15319
C  -1.47872  0.55736  0.02644
N  4.29206  -0.38964  -0.24690
N  2.45502  0.63320  0.47101
N  -0.01199  0.33986  -0.08708
H  3.37723  -1.52109  -1.98154
H  4.22582  0.71422  1.61457
H  0.37589  -0.70513  -1.82162
H  1.06440  0.75278  2.09690
H  1.06355  2.21749  0.82443
H  -1.44690  -1.96265  1.80573
H  -2.92618  -1.07248  1.67834
H  -2.94837  -2.63600  0.98082
H  -2.06070  1.17217  -2.13048
H  -1.49251  2.49321  -1.03760
H  -3.10291  1.85169  -0.93770
H  -2.98833  -0.77946  -0.65838
H  -1.40980  -1.54000  -0.73681
H  -1.83561  0.72613  1.03580

Atomic partial charges in e from the Löwdin method, atoms 1 to 5: atom 1 (C): -0.0411, atom 2 (C): -0.1092, atom 3 (C): -0.2273, atom 4 (C): 0.0291, atom 5 (C): 0.1690

It is (1) that is the most stable of them.

(1)
Formula: C2H10BrN4
Source: the OMol25 dataset
Level of theory: ωB97M-V/def2-TZVPD

Output
net charge	+1
HOMO level (spin up / spin down)	-13.337 / -13.103	eV
orbital gap (spin up / spin down)	8.5362 / 7.4801	eV

Positions of all 17 atoms, in Å:
C  -1.27113  -1.71503  -0.48636
C  0.94799  -2.03490  -0.21330
N  0.02453  0.03316  0.47002
N  2.82920  1.09073  -0.10406
N  0.00267  -1.13130  -0.09334
N  -1.69638  1.98829  0.35465
Br  4.09426  -0.24256  0.07400
H  -1.86177  -1.04741  -1.03387
H  -1.11400  -2.58015  -1.19461
H  -1.79321  -2.17634  0.41789
H  1.85475  -1.87543  0.35987
H  0.96109  0.30970  0.69568
H  -0.86839  0.82979  0.39672
H  3.32871  1.70459  -0.73532
H  -2.53513  1.77195  0.93963
H  -0.94961  2.68962  0.63399
H  -1.95357  2.38529  -0.48159

Atomic partial charges in e from the Löwdin method, atoms 1 to 5: atom 1 (C): -0.0082, atom 2 (C): 0.2322, atom 3 (N): 0.0899, atom 4 (N): -0.4139, atom 5 (N): -0.3214

(2)
Formula: C2H10BrN4
Source: the OMol25 dataset
Level of theory: ωB97M-V/def2-TZVPD

Output
net charge	+1
HOMO level	-12.929	eV
orbital gap	9.6074	eV

Positions of all 17 atoms, in Å:
C  -0.82657  -1.60519  0.69548
C  -0.69379  0.69849  0.03701
N  -0.39349  1.64607  -0.87354
N  1.39225  0.95471  1.12232
N  -0.65951  -0.52278  -0.29346
N  -0.05559  -1.05438  -1.42988
Br  2.42836  1.60022  -0.28854
H  -1.73528  -2.26900  0.61976
H  0.12606  -2.12306  0.62776
H  -1.07050  -1.23925  1.65400
H  -1.05799  1.09137  1.00736
H  0.19868  1.54527  -1.71778
H  -0.55021  2.55593  -0.71007
H  1.57524  -0.06417  1.19395
H  1.62662  1.42968  2.05950
H  -0.31199  -0.53471  -2.28048
H  0.00773  -2.10922  -1.42340

Atomic partial charges in e from the Löwdin method, atoms 1 to 5: atom 1 (C): 0.0015, atom 2 (C): -0.2269, atom 3 (N): 0.0866, atom 4 (N): -0.4663, atom 5 (N): -0.2115

It is (2) that is the most stable of them.

(1)
Formula: C10H14N3S
Source: the OMol25 dataset
Level of theory: ωB97M-V/def2-TZVPD

Output
net charge	+1
structure (SMILES)	[H]/N=C1/CC[C@@H]([C@@H]2C=CSC2=C)NC1=[NH2+]
HOMO level	-11.824	eV
orbital gap	7.8954	eV

Positions of all 28 atoms, in Å:
C  -0.57172  -1.53177  -2.27728
C  -0.70525  -0.05372  -1.65019
C  0.72775  -1.88030  -2.43600
C  0.61714  0.54987  -1.74579
C  -1.04268  -0.21605  -0.20021
C  0.07666  0.57354  2.30855
C  -1.53464  1.00055  0.56826
C  -1.36363  0.80743  2.00626
C  0.69153  -0.52725  1.48061
C  0.94973  1.83528  -1.76258
N  0.06808  -0.90827  0.42486
N  0.82930  1.34160  2.93639
N  1.84669  -1.12790  1.69300
S  1.91825  -0.70661  -1.91385
H  -1.37650  -2.12594  -2.63459
H  -1.46338  0.44328  -2.12170
H  1.07946  -2.87186  -2.67077
H  -1.96971  -0.87196  -0.26534
H  -1.17379  1.99411  0.17357
H  -2.59003  1.24065  0.30947
H  -1.98649  -0.02510  2.31393
H  -1.80888  1.61308  2.64945
H  1.89778  2.19262  -1.50339
H  0.17298  2.64087  -1.83840
H  1.77596  1.15562  2.77152
H  2.15789  -1.96991  1.14135
H  2.46506  -0.93868  2.42736
H  0.31243  -1.63316  -0.18449

Atomic partial charges in e from the Löwdin method, atoms 1 to 5: atom 1 (C): -0.0629, atom 2 (C): -0.2634, atom 3 (C): -0.3949, atom 4 (C): -0.5249, atom 5 (C): -0.2622

(2)
Formula: C10H14N3S
Source: the OMol25 dataset
Level of theory: ωB97M-V/def2-TZVPD

Output
net charge	+1
HOMO level	-12.582	eV
orbital gap	8.3852	eV

Positions of all 28 atoms, in Å:
C  -3.97458  -0.07426  0.32521
C  -1.67512  0.08505  -0.60542
C  0.95977  3.10132  0.36906
C  0.59292  2.40131  1.55373
C  1.27531  2.41861  -0.73612
C  0.70501  1.10446  1.66018
C  1.20094  0.91289  -0.79019
C  0.91249  0.28953  0.52545
C  1.22074  -3.48219  -0.13804
C  1.35007  -1.98765  -0.36509
N  -3.97579  0.37304  -0.84500
N  -2.70898  0.43999  -1.33387
N  0.98185  -1.02651  0.67453
S  -2.34893  -0.56498  0.84902
H  -4.72449  -0.33705  1.02643
H  0.96821  4.21507  0.28167
H  0.52199  3.03798  2.42307
H  1.54936  2.93970  -1.71682
H  0.43667  0.54434  2.66561
H  0.26073  0.69024  -1.29576
H  1.86663  0.29236  -1.34908
H  2.01260  -4.09793  0.12086
H  0.28409  -3.59121  0.44934
H  1.03071  -3.82072  -1.17466
H  0.71276  -1.75113  -1.21946
H  2.30806  -1.64207  -0.72904
H  0.82596  -1.35943  1.67562
H  -2.56900  0.88926  -2.30124

Atomic partial charges in e from the Löwdin method, atoms 1 to 5: atom 1 (C): -0.4059, atom 2 (C): -0.3981, atom 3 (C): -0.0732, atom 4 (C): -0.0411, atom 5 (C): -0.0217

It is (1) that is the most stable of them.

(1)
Formula: C2H8N2
Source: the OMol25 dataset
Level of theory: ωB97M-V/def2-TZVPD

Output
net charge	0
structure (SMILES)	NCCN
HOMO level	-9.212	eV
orbital gap	10.3577	eV

Positions of all 12 atoms, in Å:
C  -0.61611  -0.58130  -0.09448
C  0.52898  0.41910  0.00481
H  -2.06883  0.49628  0.81804
H  -2.12433  0.60452  -0.81774
H  -0.48891  -1.13156  -1.02459
H  -0.54237  -1.30664  0.72823
H  0.40559  1.03405  0.93054
H  0.44270  1.13709  -0.81356
H  2.59563  0.41725  -0.21434
H  2.00601  -0.81884  0.67479
N  -1.96325  -0.02812  -0.04445
N  1.82489  -0.24183  -0.14726

Atomic partial charges in e from the Löwdin method, atoms 1 to 5: atom 1 (C): -0.3162, atom 2 (C): -0.3216, atom 3 (H): 0.0595, atom 4 (H): 0.0595, atom 5 (H): 0.1069

(2)
Formula: C2H8N2
Source: the OMol25 dataset
Level of theory: ωB97M-V/def2-TZVPD

Output
net charge	0
structure (SMILES)	[H]/N=C\N.C
HOMO level	-9.065	eV
orbital gap	9.8805	eV

Positions of all 12 atoms, in Å:
C  -2.20173  0.03633  0.75193
H  -3.21576  -0.20781  0.34418
H  -1.62299  -0.87608  0.90303
H  -2.43758  0.40624  1.76950
H  -1.72102  0.79306  0.13710
N  1.45712  0.74019  -0.80234
C  1.38897  -0.42368  -0.10705
N  2.31359  -1.35706  -0.20486
H  2.18623  1.35336  -1.16584
H  0.44115  1.07732  -1.03068
H  0.38205  -0.66134  0.17412
H  3.02997  -0.88054  -0.76909

Atomic partial charges in e from the Löwdin method, atoms 1 to 5: atom 1 (C): -0.0541, atom 2 (H): 0.0339, atom 3 (H): 0.0069, atom 4 (H): 0.0277, atom 5 (H): -0.0001

(3)
Formula: C2H8N2
Source: the OMol25 dataset
Level of theory: ωB97M-V/def2-TZVPD

Output
net charge	0
structure (SMILES)	NCCN
HOMO level	-9.264	eV
orbital gap	10.3645	eV

Positions of all 12 atoms, in Å:
C  0.63169  0.60829  -0.17282
C  -0.52388  -0.40049  -0.10019
H  2.00378  -0.45089  0.94079
H  2.08306  -0.75377  -0.65421
H  0.61249  1.10444  -1.18086
H  0.42512  1.37600  0.58426
H  -0.34530  -0.95134  0.84759
H  -0.43546  -1.04211  -0.94316
H  -2.60530  -0.43629  -0.13278
H  -1.99379  0.68945  0.84797
N  1.97319  0.01850  0.03705
N  -1.82559  0.23820  -0.07365

Atomic partial charges in e from the Löwdin method, atoms 1 to 5: atom 1 (C): -0.3037, atom 2 (C): -0.3307, atom 3 (H): 0.0533, atom 4 (H): 0.0734, atom 5 (H): 0.1189

It is (1) that is the most stable of them.

(1)
Formula: C2H8N2
Source: the OMol25 dataset
Level of theory: ωB97M-V/def2-TZVPD

Output
net charge	0
structure (SMILES)	C=NC.N
HOMO level	-9.864	eV
orbital gap	11.0307	eV

Positions of all 12 atoms, in Å:
N  -2.25671  0.05815  0.40339
H  -1.36059  -0.42291  0.32106
H  -2.74561  -0.10225  -0.47251
H  -2.76563  -0.51007  1.07616
C  1.28917  0.74027  0.62361
C  0.91066  -0.77462  -1.07268
N  0.78563  -0.51737  0.14968
H  0.48280  1.36551  1.01167
H  2.00099  0.55441  1.42862
H  1.74174  1.35367  -0.17027
H  1.36099  -0.05150  -1.77446
H  0.55656  -1.69330  -1.52427

Atomic partial charges in e from the Löwdin method, atoms 1 to 5: atom 1 (N): 0.0098, atom 2 (H): -0.0385, atom 3 (H): 0.0020, atom 4 (H): 0.0054, atom 5 (C): -0.1541

(2)
Formula: C2H8N2
Source: the OMol25 dataset
Level of theory: ωB97M-V/def2-TZVPD

Output
net charge	0
structure (SMILES)	NCCN
HOMO level	-9.701	eV
orbital gap	10.7108	eV

Positions of all 12 atoms, in Å:
N  -0.57682  -1.44572  0.41912
C  0.65965  -0.80763  -0.11776
C  0.64445  0.73359  -0.04682
N  -0.59172  1.51628  -0.25036
H  -0.67010  -0.94003  1.30868
H  -1.44548  -1.11674  0.00432
H  1.55970  -1.18224  0.37822
H  0.81749  -1.20280  -1.13309
H  1.46331  0.99827  -0.73379
H  1.07823  1.08569  0.91078
H  -0.85814  1.19063  -1.18437
H  -1.19399  0.99273  0.39119

Atomic partial charges in e from the Löwdin method, atoms 1 to 5: atom 1 (N): -0.0266, atom 2 (C): -0.2793, atom 3 (C): -0.3185, atom 4 (N): -0.0042, atom 5 (H): 0.0589

(3)
Formula: C2H8N2
Source: the OMol25 dataset
Level of theory: ωB97M-V/def2-TZVPD

Output
net charge	0
HOMO level	-7.847	eV
orbital gap	4.5520	eV

Positions of all 12 atoms, in Å:
N  0.28540  -2.05642  -0.37724
C  -0.06748  -0.75100  0.22195
C  0.34872  0.61397  -0.20820
N  -0.31488  1.91750  -0.20674
H  1.17963  -2.21069  -0.56876
H  -1.01282  -1.27631  -0.09057
H  -1.53903  1.42993  2.26679
H  -0.19229  -0.92148  1.27692
H  1.01147  0.45320  -1.14302
H  0.98434  1.14865  0.48118
H  -0.92460  1.13831  2.70173
H  -0.98775  2.03303  -0.91893

Atomic partial charges in e from the Löwdin method, atoms 1 to 5: atom 1 (N): 0.0956, atom 2 (C): -0.2880, atom 3 (C): -0.3380, atom 4 (N): 0.0632, atom 5 (H): -0.0383

It is (2) that is the most stable of them.